Entry i
This record from OMol25 describes 12 unconnected molecules or ions with the total composition C51H131N5O17. The level of theory is ωB97M-V/def2-TZVPD.

XYZ file:
```
204
C51H131N5O17, DFT ωB97M-V/def2-TZVPD
C 12.63 19.88 28.33
O 11.96 18.78 27.72
C 12.28 18.62 26.33
C 11.60 19.78 25.56
N 11.62 19.76 24.12
C 12.92 20.11 23.54
C 12.98 21.63 23.32
O 14.25 21.87 22.82
C 14.51 23.19 22.48
H 12.78 19.59 29.36
H 12.04 20.81 28.26
H 13.66 19.93 27.97
H 11.89 17.66 25.95
H 13.36 18.57 26.18
H 12.12 20.71 25.88
H 10.58 19.88 25.98
H 11.27 18.88 23.79
H 13.08 19.64 22.56
H 13.74 19.83 24.22
H 12.78 22.18 24.26
H 12.17 21.90 22.64
H 14.51 23.94 23.31
H 13.86 23.54 21.68
H 15.53 23.21 22.11
C 18.09 15.95 26.65
O 17.62 14.74 27.19
C 18.70 14.01 27.85
C 18.15 12.71 28.25
N 17.05 12.87 29.14
C 16.32 11.61 29.38
C 17.16 10.44 29.83
O 17.71 9.77 28.67
C 18.75 8.91 29.02
H 18.27 16.77 27.39
H 17.39 16.37 25.91
H 19.08 15.79 26.17
H 19.13 14.59 28.67
H 19.49 13.86 27.09
H 19.00 12.10 28.62
H 17.86 12.17 27.34
H 16.45 13.61 28.75
H 15.80 11.22 28.51
H 15.60 11.63 30.20
H 16.55 9.66 30.27
H 17.99 10.72 30.48
H 19.54 9.38 29.61
H 19.27 8.53 28.12
H 18.42 8.08 29.68
C 16.82 16.56 17.73
O 16.80 17.33 16.53
C 17.74 16.81 15.61
C 17.37 17.14 14.18
N 17.33 18.59 14.08
C 16.87 19.12 12.85
C 18.02 19.53 11.92
O 18.86 18.41 11.72
C 20.09 18.76 11.10
H 15.83 16.71 18.20
H 17.60 16.86 18.44
H 16.94 15.48 17.59
H 17.88 15.74 15.69
H 18.74 17.18 15.84
H 16.42 16.66 13.95
H 18.05 16.72 13.45
H 16.76 18.86 14.86
H 16.33 20.08 12.96
H 16.21 18.43 12.30
H 18.50 20.41 12.42
H 17.64 19.94 10.96
H 20.00 19.03 10.02
H 20.78 17.93 11.24
H 20.49 19.64 11.57
C 20.43 17.03 18.59
O 19.74 17.40 19.79
C 20.13 18.69 20.29
C 19.16 19.06 21.49
N 17.73 19.09 21.22
C 17.15 20.30 20.73
C 15.65 20.11 20.48
O 15.48 19.12 19.51
C 14.13 18.69 19.46
H 21.48 16.82 18.74
H 20.31 17.87 17.90
H 19.92 16.18 18.17
H 20.10 19.42 19.46
H 21.19 18.69 20.61
H 19.56 19.99 21.85
H 19.41 18.29 22.19
H 17.36 18.24 20.76
H 17.52 20.63 19.77
H 17.35 21.07 21.46
H 15.25 21.07 20.16
H 15.08 19.88 21.38
H 14.22 17.82 18.79
H 13.44 19.39 18.98
H 13.76 18.26 20.40
C 9.15 12.89 17.57
O 9.28 13.71 18.69
C 8.52 14.92 18.55
C 8.59 15.63 19.88
N 9.88 16.21 20.25
C 10.52 17.09 19.34
C 9.82 18.57 19.19
O 10.49 19.22 18.13
C 10.11 20.53 17.90
H 9.50 13.38 16.66
H 8.11 12.61 17.29
H 9.76 11.99 17.69
H 7.55 14.54 18.25
H 8.84 15.43 17.64
H 8.37 14.97 20.74
H 7.83 16.42 19.95
H 10.47 15.53 20.69
H 10.59 16.78 18.30
H 11.58 17.22 19.58
H 9.92 19.05 20.17
H 8.75 18.39 18.98
H 10.78 20.87 17.11
H 10.25 21.10 18.81
H 9.10 20.63 17.49
C 9.89 11.21 21.83
C 11.02 12.16 21.54
C 11.92 11.58 20.47
O 10.47 13.42 21.21
H 9.20 11.62 22.59
H 10.30 10.25 22.21
H 9.35 10.99 20.89
H 11.61 12.33 22.45
H 12.38 10.63 20.74
H 12.79 12.19 20.21
H 11.39 11.51 19.52
H 10.01 13.35 20.35
C 16.11 11.43 20.28
C 16.87 12.25 19.24
C 17.21 11.50 17.96
O 16.22 13.52 18.93
H 16.48 10.42 20.40
H 15.07 11.38 20.01
H 16.12 11.94 21.23
H 17.82 12.53 19.68
H 17.88 10.68 18.12
H 17.64 12.31 17.38
H 16.33 11.12 17.45
H 15.97 13.98 19.78
C 14.65 14.12 15.58
C 13.72 14.41 16.74
C 12.30 14.62 16.30
O 13.83 13.39 17.70
H 15.65 13.97 15.97
H 14.65 14.82 14.76
H 14.25 13.18 15.18
H 14.06 15.32 17.27
H 11.58 14.69 17.11
H 12.04 13.85 15.59
H 12.33 15.55 15.73
H 14.71 13.45 18.06
C 13.16 14.21 25.51
C 14.39 14.31 26.41
C 14.52 15.65 27.04
O 14.39 13.39 27.55
H 13.21 13.25 24.96
H 13.13 15.03 24.76
H 12.27 14.20 26.17
H 15.26 14.06 25.79
H 15.29 15.61 27.77
H 13.61 15.84 27.60
H 14.66 16.50 26.34
H 14.21 12.53 27.19
C 18.08 20.82 26.87
C 17.44 20.85 25.56
C 17.17 19.45 25.05
O 16.13 21.51 25.70
H 18.44 21.79 27.20
H 18.91 20.12 26.87
H 17.46 20.53 27.72
H 18.09 21.38 24.85
H 16.43 19.52 24.23
H 16.70 18.91 25.87
H 18.04 18.94 24.68
H 15.65 21.15 24.95
C 20.77 14.93 22.46
C 19.40 14.49 22.00
C 18.67 13.60 23.02
O 18.61 15.71 21.85
H 20.78 15.42 23.42
H 21.30 15.59 21.78
H 21.43 14.05 22.54
H 19.40 13.99 21.03
H 18.57 14.11 23.98
H 19.31 12.72 23.16
H 17.69 13.36 22.64
H 18.94 16.23 21.10
C 13.62 15.39 21.19
C 15.04 15.91 21.53
C 15.17 16.46 22.96
O 16.06 14.84 21.37
H 12.89 16.18 21.36
H 13.36 14.59 21.88
H 13.51 15.06 20.16
H 15.29 16.67 20.76
H 15.14 15.57 23.60
H 14.35 17.13 23.24
H 16.12 16.98 22.94
H 16.89 15.34 21.57
```

Results
Net charge   0
Gap between HOMO and LUMO   9.00 eV
HOMO energy   -0.30925 hartree
SMILES   COCCNCCOC.COCCNCCOC.COCCNCCOC.COCCNCCOC.COCCNCCOC.CC(C)O.CC(C)O.CC(C)O.CC(C)O.CC(C)O.CC(C)O.CC(C)O

---

Entry ii
This record from OMol25 describes 12 unconnected molecules or ions with the total composition C51H131N5O17. The level of theory is ωB97M-V/def2-TZVPD.

XYZ file:
```
204
C51H131N5O17, DFT ωB97M-V/def2-TZVPD
C 15.77 9.93 18.55
O 14.73 10.86 18.61
C 13.61 10.54 19.38
C 12.51 11.48 19.08
N 11.99 11.41 17.67
C 11.05 12.46 17.47
C 10.47 12.32 16.08
O 11.62 12.50 15.26
C 11.30 12.14 13.90
H 15.32 8.91 18.38
H 16.31 9.88 19.51
H 16.44 10.17 17.68
H 13.95 10.63 20.48
H 13.38 9.42 19.21
H 12.96 12.45 19.29
H 11.66 11.25 19.77
H 12.86 11.45 17.15
H 11.53 13.48 17.45
H 10.30 12.43 18.24
H 9.73 13.13 15.87
H 10.06 11.33 15.88
H 11.20 11.05 13.76
H 12.07 12.61 13.32
H 10.48 12.77 13.54
C 10.16 13.21 21.81
O 10.72 13.71 22.99
C 12.06 13.34 23.07
C 12.79 13.81 24.32
N 13.46 15.09 24.09
C 14.29 15.51 25.18
C 14.64 17.06 25.05
O 13.65 17.85 25.68
C 13.90 19.24 25.44
H 9.10 13.39 21.82
H 10.28 12.12 21.83
H 10.63 13.63 20.90
H 12.60 13.66 22.18
H 12.14 12.21 23.17
H 13.64 13.15 24.55
H 12.09 13.79 25.20
H 12.89 15.90 23.92
H 15.22 14.96 25.32
H 13.81 15.46 26.20
H 14.64 17.21 23.97
H 15.63 17.36 25.40
H 13.83 19.34 24.34
H 14.98 19.47 25.75
H 13.27 19.91 25.98
C 10.54 22.18 20.35
O 11.56 22.37 19.36
C 12.82 22.49 19.96
C 13.75 22.85 18.76
N 13.61 21.88 17.69
C 14.41 22.12 16.52
C 14.44 20.94 15.53
O 13.19 20.60 15.02
C 13.18 19.25 14.57
H 10.91 21.60 21.18
H 9.73 21.65 19.85
H 10.18 23.16 20.75
H 13.18 21.54 20.37
H 12.83 23.35 20.69
H 14.75 22.83 19.12
H 13.57 23.87 18.45
H 12.59 21.86 17.49
H 15.37 22.37 16.92
H 14.04 23.03 15.96
H 14.84 20.02 16.00
H 15.09 21.21 14.70
H 13.88 19.17 13.71
H 12.20 18.97 14.30
H 13.49 18.57 15.37
C 17.71 19.08 14.71
O 18.74 18.86 15.68
C 18.17 18.47 16.95
C 19.30 17.88 17.78
N 19.98 16.80 17.14
C 21.35 16.77 17.47
C 21.99 15.63 16.75
O 22.02 15.78 15.36
C 22.27 14.61 14.61
H 17.17 18.18 14.44
H 18.21 19.57 13.87
H 17.03 19.85 15.05
H 17.42 17.64 16.78
H 17.62 19.33 17.35
H 18.95 17.61 18.78
H 19.98 18.71 18.03
H 19.92 16.95 16.16
H 21.46 16.50 18.53
H 21.93 17.68 17.14
H 21.35 14.77 17.02
H 23.01 15.36 17.14
H 22.36 14.95 13.58
H 21.44 13.80 14.70
H 23.22 14.18 14.89
C 19.75 10.20 19.09
O 19.06 11.35 18.64
C 19.85 12.44 18.17
C 18.78 13.43 17.73
N 17.75 13.77 18.70
C 18.35 14.25 19.94
C 17.29 14.54 20.96
O 16.78 13.36 21.54
C 15.34 13.25 21.71
H 19.12 9.32 18.90
H 20.01 10.22 20.13
H 20.70 10.07 18.53
H 20.42 12.17 17.28
H 20.52 12.85 19.01
H 18.32 12.93 16.88
H 19.24 14.38 17.34
H 17.31 12.85 18.89
H 18.97 15.11 19.65
H 19.03 13.54 20.42
H 16.53 15.07 20.36
H 17.73 15.26 21.69
H 15.21 12.59 22.58
H 14.94 12.88 20.80
H 14.88 14.18 21.95
C 12.16 16.12 13.45
C 11.07 15.92 14.57
C 10.80 17.13 15.48
O 9.79 15.50 13.98
H 12.26 15.25 12.85
H 13.12 16.32 13.93
H 11.82 16.90 12.68
H 11.42 15.10 15.20
H 11.61 17.42 16.13
H 9.96 16.78 16.10
H 10.43 18.00 14.90
H 9.33 16.32 13.78
C 18.65 15.78 12.94
C 17.35 16.03 12.20
C 17.38 17.26 11.27
O 16.95 14.91 11.45
H 19.47 15.43 12.20
H 18.43 14.88 13.59
H 18.92 16.62 13.58
H 16.54 16.22 13.00
H 17.28 18.13 11.92
H 16.54 17.16 10.54
H 18.36 17.41 10.70
H 17.07 14.18 12.07
C 13.96 8.58 13.74
C 14.83 9.82 13.68
C 15.80 9.84 14.83
O 15.61 9.99 12.46
H 13.27 8.53 12.91
H 13.43 8.57 14.73
H 14.71 7.77 13.73
H 14.21 10.66 13.84
H 16.31 10.84 14.85
H 16.62 9.17 14.85
H 15.28 9.77 15.74
H 15.02 10.24 11.77
C 18.88 10.32 13.15
C 18.86 11.63 12.37
C 19.47 11.45 11.00
O 17.54 12.19 12.33
H 18.14 9.64 12.69
H 18.47 10.55 14.15
H 19.85 9.76 13.12
H 19.48 12.34 12.94
H 18.88 10.69 10.45
H 20.55 11.33 11.02
H 19.35 12.39 10.45
H 16.84 11.52 12.23
C 13.90 13.67 10.47
C 14.24 12.54 9.55
C 15.61 12.45 9.14
O 13.91 11.28 10.16
H 14.03 14.67 10.01
H 14.42 13.66 11.42
H 12.79 13.63 10.66
H 13.57 12.65 8.67
H 15.71 11.50 8.60
H 16.28 12.35 10.00
H 15.93 13.22 8.49
H 12.99 11.34 10.48
C 14.65 14.89 17.57
C 15.52 14.68 16.37
C 15.33 13.34 15.76
O 15.19 15.62 15.37
H 14.85 15.83 18.13
H 14.73 14.12 18.33
H 13.63 14.84 17.15
H 16.59 14.74 16.63
H 14.27 13.24 15.60
H 15.68 12.57 16.45
H 15.84 13.25 14.79
H 15.34 16.49 15.70
C 12.26 17.60 19.51
C 13.48 18.46 19.69
C 14.52 17.74 20.56
O 14.01 18.66 18.33
H 12.62 16.83 18.81
H 11.43 18.13 19.00
H 11.96 17.14 20.46
H 13.23 19.49 20.00
H 15.50 18.23 20.47
H 14.44 16.70 20.33
H 14.28 17.96 21.67
H 14.15 19.61 18.21
```

Results
Net charge   0
Gap between HOMO and LUMO   9.13 eV
HOMO energy   -0.31858 hartree
SMILES   COCCNCCOC.COCCNCCOC.COCCNCCOC.COCCNCCOC.COCCNCCOC.CC(C)O.CC(C)O.CC(C)O.CC(C)O.CC(C)O.CC(C)O.CC(C)O

---

Stability, lowest: entry ii

---

Entry i
This record from OMol25 describes 2 unconnected molecules or ions with the total composition H2N2O2. The level of theory is ωB97M-V/def2-TZVPD.

XYZ file:
```
6
H2N2O2, DFT ωB97M-V/def2-TZVPD
N 0.56 0.50 1.10
N -0.12 -0.56 -0.85
O 0.46 -0.30 -1.83
O -1.00 -1.25 -0.53
H -0.32 0.24 1.63
H 0.43 1.37 0.47
```

Results
Net charge   0
Gap between HOMO and LUMO (alpha / beta)   9.59 / 10.00 eV
HOMO energy (alpha / beta)   -0.37375 / -0.40774 hartree

---

Entry ii
This record from OMol25 describes H2N2O2 in the gas phase. The level of theory is ωB97M-V/def2-TZVPD.

XYZ file:
```
6
H2N2O2, DFT ωB97M-V/def2-TZVPD
N 0.26 0.01 -0.01
N 1.62 -0.01 -0.01
O 2.18 1.06 -0.02
O 2.18 -1.05 0.03
H -0.27 0.73 0.49
H -0.21 -0.84 -0.35
```

Results
Net charge   0
Gap between HOMO and LUMO   11.51 eV
HOMO energy   -0.39713 hartree
SMILES   N[N+](=O)[O-]

---

Stability, lowest: entry i

---

Entry i
This record from OMol25 describes C2H3F3S in the gas phase. The level of theory is ωB97M-V/def2-TZVPD.

XYZ file:
```
9
C2H3F3S, DFT ωB97M-V/def2-TZVPD
C 0.80 1.18 -0.42
C -0.79 -1.10 0.40
F -0.67 -2.30 0.98
F -1.42 -0.21 1.13
F -1.35 -1.14 -0.80
S 1.17 -0.55 0.08
H 0.44 1.18 -1.43
H 1.81 1.51 -0.34
H 0.01 1.43 0.39
```

Results
Net charge   0
⟨S²⟩   2.0072
Gap between HOMO and LUMO (alpha / beta)   6.16 / 8.08 eV
HOMO energy (alpha / beta)   -0.19420 / -0.39441 hartree
2S+1   3

---

Entry ii
This record from OMol25 describes 2 unconnected molecules or ions with the total composition C2H3F3S. The level of theory is ωB97M-V/def2-TZVPD.

XYZ file:
```
9
C2H3F3S, DFT ωB97M-V/def2-TZVPD
C 1.78 -0.16 0.04
C -1.86 0.20 0.03
F -1.35 1.36 -0.16
F -2.50 -0.28 -1.00
F -2.49 0.02 1.17
S 0.59 -1.51 -0.07
H 1.93 0.04 1.00
H 1.31 0.78 -0.58
H 2.61 -0.45 -0.43
```

Results
Net charge   0
⟨S²⟩   2.0048
Gap between HOMO and LUMO (alpha / beta)   8.83 / 7.02 eV
HOMO energy (alpha / beta)   -0.29016 / -0.33306 hartree
2S+1   3

---

Stability, lowest: entry i

---

Entry i
This record from OMol25 describes a gas-phase ion, C4H10N2O2 (charge +1). The level of theory is ωB97M-V/def2-TZVPD.

XYZ file:
```
18
C4H10N2O2, DFT ωB97M-V/def2-TZVPD
O -1.27 1.80 -0.29
C -0.34 1.30 0.31
N -0.80 0.88 1.61
C -0.67 -0.65 1.75
O -1.60 -1.00 0.75
C 1.05 0.86 -0.06
N 1.00 0.67 -1.44
C 0.79 -0.80 -1.90
H -1.70 1.24 1.78
H -1.00 -1.09 2.65
H 0.37 -0.84 1.53
H -1.53 -1.93 0.55
H 1.49 -0.07 0.44
H 1.76 1.63 0.45
H 0.39 1.28 -1.93
H -0.10 -0.87 -2.56
H 1.55 -1.07 -2.65
H 0.61 -1.34 -0.98
```

Results
Net charge   +1
⟨S²⟩   0.7553
Gap between HOMO and LUMO (alpha / beta)   10.80 / 5.49 eV
HOMO energy (alpha / beta)   -0.51572 / -0.50751 hartree
2S+1   2

---

Entry ii
This record from OMol25 describes a gas-phase ion, C4H10N2O2 (charge +1). The level of theory is ωB97M-V/def2-TZVPD.

XYZ file:
```
18
C4H10N2O2, DFT ωB97M-V/def2-TZVPD
O -1.78 -0.83 -1.52
C -0.70 -1.10 -1.08
O -0.61 -2.20 -0.11
C 0.53 -0.24 -1.05
C 0.19 0.86 0.05
C -0.20 0.14 1.44
N -0.37 1.14 2.46
N 0.73 0.23 -2.46
H -1.13 -2.99 -0.41
H 1.48 -0.86 -0.58
H 1.17 1.37 -0.09
H -0.52 1.58 -0.41
H 0.83 -0.53 1.48
H -0.96 -0.71 1.43
H -0.82 0.72 3.31
H 0.38 1.80 2.69
H 0.13 1.00 -2.68
H 1.63 0.63 -2.49
```

Results
Net charge   +1
⟨S²⟩   0.7565
Gap between HOMO and LUMO (alpha / beta)   10.32 / 4.94 eV
HOMO energy (alpha / beta)   -0.51084 / -0.50595 hartree
2S+1   2

---

Stability, lowest: entry i